(1)
24
Properties=species:S:1:pos:R:3:forces:R:3 method="wB97M-V/def2-TZVPD" total_energy_ev=-44089.40279 e_homo_ev=-8.77 gap_ev=8.485 spin_multiplicity=1
C -0.23130 0.99205 -0.50414 -1.12 -2.07 -1.59
C 0.36692 -0.08765 1.48674 -1.87 -0.42 -2.07
C 2.58951 1.89585 1.17620 -0.89 3.41 -2.38
C -3.04568 -2.36422 -0.64356 -0.15 4.88 0.68
C 1.08513 2.26122 0.95354 1.62 0.72 3.11
C -1.99910 -1.43479 -1.37607 -2.42 0.75 3.71
N 0.29734 1.13108 0.67527 -1.03 -1.74 -2.14
N -1.02178 -1.07845 -0.41919 1.79 1.68 1.96
O -1.54505 -2.09653 2.06679 0.14 -0.23 0.32
P -1.25960 -0.96798 1.18320 1.11 0.47 -0.88
S -0.51616 1.45593 -1.99383 0.29 0.46 1.11
Cl -2.63286 0.54978 1.52596 -0.13 0.16 0.21
H 1.05527 -0.75296 0.97585 0.52 -0.20 0.69
H 0.49448 0.13760 2.49122 0.64 0.31 1.80
H 3.04148 2.86100 1.56388 -0.11 -1.30 -0.59
H 2.77807 1.11778 1.82648 0.10 -1.59 1.48
H 2.93967 1.64664 0.17226 0.69 0.05 0.23
H -3.84064 -2.49499 -1.35192 -0.77 -0.37 0.20
H -2.55142 -3.20222 -0.35854 0.99 -2.79 0.95
H -3.31130 -1.71047 0.35701 -0.22 -2.09 -2.73
H 0.76053 2.50836 1.98502 -0.18 0.85 -0.61
H 0.93518 3.07519 0.23361 -0.02 -0.40 0.32
H -1.54375 -1.88871 -2.15968 1.04 -1.14 -2.73
H -2.59892 -0.56226 -1.58294 -0.02 0.61 -1.03

=====

(2)
24
Properties=species:S:1:pos:R:3:forces:R:3 method="wB97M-V/def2-TZVPD" total_energy_ev=-26938.12657 charge=+1 e_homo_ev="-11.79 / -11.79" gap_ev="7.671 / 7.672" spin_multiplicity=1
C 0.91153 1.85958 0.19297 -2.74 -1.10 -0.59
C -0.43873 1.53649 0.18945 0.62 1.25 0.28
C 2.29647 -0.11459 0.08576 1.96 -1.62 -1.87
C 1.84498 -1.03762 -1.15162 1.20 1.37 0.80
C -3.23748 0.76617 0.47449 -1.15 -1.75 3.23
C -2.04970 -0.21778 0.36309 -0.67 -0.30 -1.06
N 1.91022 1.02725 0.32965 -0.73 1.94 0.97
N -0.83536 0.19259 0.23151 -0.01 1.22 0.06
N 3.32460 -0.53568 0.86677 0.33 -3.60 -0.50
N 0.78342 -1.78571 -0.49229 0.07 -0.21 -1.50
O -3.53705 1.37579 -0.68638 -1.67 0.29 -3.27
Cl -2.40621 -1.86895 -0.02212 0.11 0.50 0.45
H 1.19492 2.86755 0.12511 0.08 1.37 -0.16
H -1.20913 2.32034 0.17594 0.53 -0.59 -0.01
H 1.39244 -0.38382 -1.91420 0.66 -0.29 0.03
H 2.70770 -1.68960 -1.51382 -1.09 1.10 0.21
H -2.97577 1.43495 1.29780 0.53 0.85 -0.58
H -4.16470 0.36480 1.01213 1.26 -0.60 -1.07
H 3.40415 -0.21199 1.80905 -0.10 0.71 0.28
H 3.51588 -1.55624 0.82971 0.13 1.14 -0.10
H 0.51412 -2.56873 -1.06110 -0.86 -0.10 -0.76
H -0.02595 -0.45616 0.00249 -1.29 -0.89 0.29
H 1.34650 -2.25645 0.13133 0.73 -1.55 2.80
H -4.26684 0.93781 -1.27573 2.08 0.88 2.05

=====

(3)
21
Properties=species:S:1:pos:R:3:forces:R:3 method="wB97M-V/def2-TZVPD" total_energy_ev=-28303.62884 e_homo_ev="-9.37 / -6.31" gap_ev="9.140 / 6.119" spin_multiplicity=1
C -2.91286 -0.46943 -1.45727 0.10 0.12 0.09
C 0.00792 2.44833 1.35726 -0.01 0.01 0.00
C -2.01431 0.29583 -0.82975 -0.13 0.01 0.75
C -0.53434 1.34539 1.87720 -0.71 -0.37 -0.28
C 2.30819 -0.17844 -0.68233 -0.22 -0.34 0.08
C 1.70264 -1.58899 -0.75041 0.31 0.50 -0.64
N 1.09459 -2.05598 0.43969 -0.66 -0.23 0.54
Si -1.53258 0.08710 0.94429 1.70 0.29 -0.80
Cl -2.68426 -1.09789 2.07688 -0.57 -0.31 0.36
H -3.13836 -0.34212 -2.50376 0.04 0.02 -0.20
H -3.45492 -1.24595 -0.94537 -0.14 -0.16 0.16
H 0.63004 3.10530 1.94440 0.14 0.05 0.11
H -0.14846 2.74071 0.33260 -0.07 0.07 -0.25
H -1.48406 1.04864 -1.39919 0.09 0.11 -0.04
H -0.33040 1.11446 2.91732 -0.04 -0.06 0.06
H 2.76509 0.09021 -1.63230 0.04 0.06 -0.07
H 1.52733 0.54321 -0.44371 0.03 0.08 0.01
H 3.06968 -0.13462 0.09719 0.04 0.06 0.02
H 0.95210 -1.63614 -1.54860 0.17 -0.04 -0.02
H 2.51471 -2.28715 -1.03724 -0.20 -0.01 0.10
H 1.66227 -1.78246 1.24310 0.10 0.15 0.02

=====

(4)
20
Properties=species:S:1:pos:R:3:forces:R:3 method="wB97M-V/def2-TZVPD" total_energy_ev=-10623.30802 e_homo_ev=-8.89 smiles=CN[C@@H]1C[C@H](F)[C@H]1C gap_ev=9.973 spin_multiplicity=1
C -1.75530 2.14023 0.17242 -0.04 -0.12 -0.04
C -0.44659 0.21927 0.66572 -0.75 -0.50 -0.18
C 0.72623 -0.47294 1.34886 0.51 0.58 -0.43
C 0.90490 -1.26136 0.05440 -0.30 0.53 -0.44
C 0.11448 -0.18057 -0.71976 0.17 -0.44 0.40
C -0.77661 -0.66579 -1.83694 0.35 -0.83 -0.01
H -2.71216 1.63285 0.49756 0.59 0.70 -0.37
H -1.62559 1.93505 -0.93143 -0.06 0.39 1.23
H -1.75287 3.23224 0.36435 -0.48 -0.63 -0.34
H -0.70176 1.77892 1.91510 -0.07 0.00 -0.45
H -1.40563 -0.32736 0.83711 0.37 -0.06 -0.02
H 0.54004 -0.95520 2.27700 -0.14 -0.74 0.69
H 1.55041 0.23662 1.50035 -0.15 -0.09 -0.26
H 0.32583 -2.18749 0.04260 0.30 -0.20 0.06
H 0.78015 0.61204 -1.08319 0.04 -0.14 0.24
H -1.40277 0.12525 -2.19476 -0.23 0.52 -0.57
H -0.11612 -1.05819 -2.63791 -0.62 0.24 0.20
H -1.47330 -1.46688 -1.53252 0.43 0.15 0.08
N -0.61210 1.60283 0.91166 -0.06 0.90 0.06
F 2.18620 -1.49451 -0.39379 0.15 -0.25 0.14

=====

(5)
21
Properties=species:S:1:pos:R:3:forces:R:3 method="wB97M-V/def2-TZVPD" total_energy_ev=-12667.27689 e_homo_ev="-7.81 / -7.81" gap_ev="7.871 / 7.867" spin_multiplicity=1
C 2.06733 0.82376 -1.30038 -0.45 -3.93 1.67
C -1.54434 -1.38751 0.77808 1.37 0.48 1.42
C -1.35916 0.65627 -0.72151 -0.83 -0.68 -0.25
C -0.06868 0.59345 1.40710 -0.85 -2.03 -0.09
C 0.42740 -1.07545 -0.52843 1.98 2.30 0.36
C -0.56126 -0.24229 0.20817 -0.90 -0.69 -0.21
N 1.77942 1.91022 -1.74373 -0.81 1.50 -0.82
O 1.41577 -1.63975 0.08443 0.57 1.34 3.36
F 3.47836 0.46793 -0.89088 -1.33 0.64 -0.52
H -2.36348 -1.69337 0.15037 -0.80 0.96 -0.13
H -1.09908 -2.39581 0.91514 0.53 0.81 0.41
H -1.71779 -0.89710 1.78268 -0.98 -1.40 -1.05
H -0.78545 1.32792 -1.32450 0.80 -0.05 -0.58
H -2.01314 1.33620 -0.18935 -0.34 -0.22 0.52
H -1.99450 -0.02066 -1.30930 0.14 0.59 -0.34
H 0.39605 -0.04531 2.17174 -0.10 0.27 0.09
H 0.59103 1.33292 1.09336 1.28 1.37 -0.57
H -0.97404 1.05417 1.80917 0.28 -0.04 0.23
H 0.21102 -1.63201 -1.39367 -0.76 -0.13 -1.33
H 2.53462 2.53544 -1.90045 1.04 0.93 -0.13
H 1.57993 -1.00902 0.90196 0.15 -2.02 -2.02

=====

(6)
21
Properties=species:S:1:pos:R:3:forces:R:3 method="wB97M-V/def2-TZVPD" total_energy_ev=-17486.34134 charge=+1 e_homo_ev=-12.98 gap_ev=8.200 spin_multiplicity=1
C 0.84497 -1.78505 -0.55806 -2.64 2.12 1.62
C -0.17841 -2.18071 -1.62691 -3.00 -2.32 -1.38
C -1.51733 1.27416 0.58578 0.47 -0.68 -3.13
C -0.47073 2.29872 0.27619 1.12 1.71 -0.10
C 0.78087 -0.43443 -1.29376 0.14 -0.77 1.72
C 0.64661 0.66698 1.72668 2.44 -1.59 -0.52
N -0.10383 -0.83286 -2.13710 0.59 1.45 -1.22
N -0.12184 0.94537 0.58248 -0.36 -0.18 -1.61
I -0.70578 -0.01151 -3.92181 0.01 -0.19 0.52
H 0.42645 -1.77354 0.51441 0.35 0.08 -1.84
H 1.83106 -2.07713 -0.43590 1.82 -1.47 -0.54
H -0.00433 -2.90818 -2.45029 0.69 0.30 0.79
H -1.29122 -2.38121 -1.40332 1.81 0.07 0.63
H -2.03135 1.51276 1.42507 -1.26 0.18 2.95
H -2.12811 0.67916 -0.13262 0.53 0.97 0.20
H -0.15703 2.74263 -0.71381 -0.72 -0.81 0.96
H -0.19870 3.00227 1.13562 -0.82 -0.78 -1.23
H 1.43945 0.40113 -1.27068 0.08 0.65 -0.29
H 0.11891 0.88981 2.63815 0.11 0.10 0.62
H 0.87839 -0.48338 1.62997 -0.07 2.31 1.04
H 1.61492 1.27899 1.58150 -1.30 -1.18 0.82

=====

Per-record ΔE to the lowest compared entry with this formula, charge and spin, eV: 0.000 0.186 4.325 0.854 3.217 3.551